ORCA calculation (wB97M-V/def2-TZVPD) on a molecular structure, C25H24BrNO2Ta in a non-equilibrium geometry.

Structure (XYZ):
```
54
Properties=species:S:1:pos:R:3:mulliken_charge:R:1
C -2.84374 -0.91097 -3.58655 -0.30
C -2.44662 -1.53618 -2.37373 -1.16
C -2.41909 -0.52515 -1.36147 0.60
H -2.34424 -2.59984 -2.19931 0.54
C -2.69596 0.75046 -1.95894 -0.67
C -3.02484 0.49939 -3.32187 -0.67
H -3.45556 1.23271 -4.01029 0.57
H -3.14050 -1.45359 -4.49119 0.55
H -2.55018 -0.74752 -0.31079 0.55
H -2.72480 1.70635 -1.44303 0.52
Ta -0.77612 -0.06467 -2.88983 0.53
Br 0.46074 -2.38494 -2.37608 -0.31
C 1.13327 0.88773 -3.58988 0.00
C 0.04961 1.70273 -4.02543 -0.58
C -0.77283 0.90117 -4.89693 -0.42
H -0.05677 2.76577 -3.82595 0.48
C -0.20633 -0.41955 -4.97389 -0.40
C 1.00844 -0.40785 -4.20356 -0.68
H 1.82052 -1.13394 -4.26297 0.53
H 2.01106 1.22828 -3.03982 0.52
H -1.61502 1.26660 -5.48025 0.57
H -0.55002 -1.25257 -5.58409 0.41
C 4.28109 0.30753 2.36083 -1.69
C 3.19103 -0.69167 2.06899 1.06
C 3.43117 -1.73487 1.17680 -0.92
C 2.43304 -2.66609 0.86761 -0.77
C 1.17360 -2.51831 1.42247 -0.70
C 0.90045 -1.43468 2.26349 0.08
N -0.41139 -1.23620 2.68529 0.08
C -1.09436 -0.01740 2.69322 -0.12
C -1.91278 0.27117 3.80298 -0.34
C -2.28174 1.59604 4.04163 -0.36
C -1.96662 2.59271 3.10583 -0.79
C -1.30285 2.26865 1.91275 -0.49
C -0.89287 0.95627 1.67785 0.46
C -0.33471 0.59143 0.32299 0.77
O 0.13144 1.47823 -0.44595 -0.78
O -0.46082 -0.62317 -0.05903 -0.61
C 1.93362 -0.56816 2.67351 0.98
C 1.67825 0.48136 3.70659 -1.36
H 3.95696 1.33171 2.13891 0.32
H 4.59713 0.28400 3.41166 0.37
H 5.15987 0.09870 1.74303 0.39
H 4.41812 -1.80443 0.71020 0.35
H 2.62168 -3.49316 0.17865 0.50
H 0.35002 -3.19467 1.17298 0.32
H -0.99623 -2.06717 2.74066 0.31
H -2.16732 -0.51985 4.51440 0.42
H -2.79632 1.85740 4.96701 0.42
H -2.23608 3.63893 3.28403 0.41
H -1.11659 3.01578 1.13092 0.48
H 1.30614 1.40771 3.24455 0.21
H 0.94676 0.14562 4.44894 0.34
H 2.59928 0.74215 4.24205 0.51
```

Net charge: +1
Spin multiplicity: 1
E_LUMO (spin up / spin down), eV: -5.0 / -6.5



ORCA calculation (wB97M-V/def2-TZVPD) on a single C4H7NO3 molecule in a non-equilibrium geometry.

Structure (XYZ):
```
15
Properties=species:S:1:pos:R:3:mulliken_charge:R:1
C 0.26359 -2.05266 0.73474 -0.83
C 0.00629 -0.17301 -0.38844 0.40
C -1.30852 -0.25870 -0.75913 -0.72
C 0.77120 1.79224 0.84249 -0.09
H -0.73943 -1.85568 1.30713 0.32
H 0.99441 -2.27591 1.52651 0.29
H 0.10282 -2.76564 -0.14632 0.33
H -1.88559 -1.18786 -0.62166 0.30
H -1.65727 0.77140 -1.32798 0.27
H 0.32418 1.79811 -2.17152 0.40
H 0.86109 2.82266 0.78523 0.43
N 0.52965 1.18867 -0.46245 0.11
O 0.97320 -0.96630 0.21273 -0.30
O -0.25296 1.97402 -1.35253 -0.48
O 1.01735 1.18867 1.82120 -0.43
```

SMILES: C=C(OC)N(O)C=O
Spin multiplicity: 1
E_LUMO, eV: 0.7



ORCA calculation (wB97M-V/def2-TZVPD) on 2 unconnected molecules or ions with the total composition C4H12F2N2P in a non-equilibrium geometry.

Structure (XYZ):
```
21
Properties=species:S:1:pos:R:3:mulliken_charge:R:1
C 1.33516 0.18236 3.28369 -0.59
C -0.57768 -1.15020 2.95910 -0.64
C 0.46164 1.65010 -2.50358 -0.96
C -0.74006 -0.35517 -3.25219 -0.89
N 0.06290 0.10861 2.90634 0.04
N -0.50567 0.64296 -2.26924 0.07
F 0.34516 -1.19502 -0.48570 -0.36
F -2.00880 -0.75483 -0.77027 -0.29
P -0.70138 0.18970 -0.58223 0.44
H 1.48418 0.97526 4.03279 0.38
H 1.90857 -0.65267 3.59984 0.37
H 1.84413 0.71395 2.43291 0.36
H -1.27400 -1.60793 2.19624 0.28
H 0.05310 -1.97127 2.99312 0.38
H -1.10051 -0.98974 3.90561 0.39
H 0.06742 2.63826 -2.08773 0.30
H 1.45053 1.51119 -2.24006 0.38
H 0.45968 1.71255 -3.54853 0.36
H -0.92953 0.21407 -4.18965 0.40
H 0.10076 -0.99766 -3.46870 0.33
H -1.73562 -0.86450 -2.91179 0.26
```

Net charge: +1
Spin multiplicity: 1
E_LUMO, eV: -8.3



ORCA calculation (wB97M-V/def2-TZVPD) on 3 unconnected molecules or ions with the total composition C29H52F13O7P2S.

Structure (XYZ):
```
104
Properties=species:S:1:pos:R:3:mulliken_charge:R:1
C 8.75233 0.89714 1.83016 -1.09
C 7.32674 1.22455 2.31003 -0.72
P 6.26283 -0.25208 2.70244 -0.17
C 5.14136 0.58140 3.92220 -1.05
P 4.79458 -0.62858 0.97966 0.76
O 3.53924 -0.88209 -0.24301 -0.68
C 3.63721 -1.44159 2.31739 -1.37
C 2.83281 -2.62161 1.76630 -1.52
C 1.38925 -2.32459 1.41301 1.32
F 0.56625 -2.76087 2.43158 -0.37
F 1.10251 -0.99646 1.29134 -0.15
C 0.85997 -3.05774 0.12989 0.47
F 1.79568 -3.17247 -0.82703 -0.27
F 0.50975 -4.31978 0.50834 -0.35
C -0.43498 -2.45924 -0.52150 0.56
F -1.03952 -3.45651 -1.21579 -0.32
F -1.26479 -2.09849 0.47368 -0.17
C -0.16104 -1.31516 -1.57826 0.46
F 0.18118 -1.92216 -2.72676 -0.28
F 0.83811 -0.52034 -1.18889 -0.19
S -1.65155 -0.16760 -1.96120 1.49
F -1.66375 0.29211 -0.44109 -0.25
F -0.68768 1.04026 -2.32101 -0.34
F -1.69042 -0.57114 -3.49866 -0.37
F -2.67678 -1.34509 -1.64455 -0.37
F -2.89235 0.78461 -2.21814 -0.28
C 5.99395 0.03251 -0.37761 -1.73
C 7.17616 -0.80707 -0.80053 0.62
C 7.69154 -0.64811 -2.09516 -0.64
C 8.79495 -1.36698 -2.53177 -0.70
C 9.41496 -2.28165 -1.68403 -0.53
C 8.91766 -2.47646 -0.39961 0.04
C 9.57839 -3.44499 0.55156 -1.56
C 7.80545 -1.74418 0.02211 0.68
H 8.82909 0.86538 0.74457 0.16
H 9.05330 -0.08477 2.20656 0.30
H 9.46830 1.62116 2.22824 0.41
H 7.40886 1.76136 3.26077 0.51
H 6.84550 1.92839 1.62337 0.53
H 5.72225 1.32290 4.47355 0.44
H 4.31964 1.10863 3.42286 0.28
H 4.73164 -0.13984 4.62702 0.31
H 5.27049 -1.97838 0.73261 -0.34
H 4.24727 0.72725 1.21104 -0.14
H 3.03567 -0.06295 -0.25521 0.21
H 3.01016 -0.71520 2.83835 0.52
H 4.31410 -1.86748 3.06816 0.53
H 3.36323 -3.06162 0.92003 0.43
H 2.76284 -3.40302 2.52967 0.53
H 5.37142 0.14067 -1.27056 0.45
H 6.32399 1.04916 -0.13825 0.49
H 7.20923 0.05206 -2.76914 0.42
H 9.16900 -1.21343 -3.53836 0.36
H 10.27991 -2.83528 -2.03353 0.37
H 10.30328 -2.91790 1.17816 0.29
H 8.83371 -3.89722 1.20656 0.36
H 10.10125 -4.23166 0.00597 0.40
H 7.43257 -1.90611 1.02539 0.30
C -5.20245 3.79174 6.76839 -0.77
O -4.81476 3.03507 5.64922 -0.23
C -5.70038 3.20574 4.55855 -0.60
C -5.10956 2.63768 3.28767 -0.40
O -4.17482 3.49593 2.65821 -0.45
C -2.86087 3.50249 3.20094 -0.61
C -2.02263 2.31738 2.78089 -0.22
O -2.34331 1.18082 3.55860 -0.34
C -1.79173 0.00160 3.00324 -0.71
H -6.20733 3.51409 7.11143 0.31
H -4.49003 3.58839 7.56547 0.23
H -5.19121 4.86582 6.54576 0.31
H -5.91327 4.27263 4.40980 0.33
H -6.64668 2.68865 4.77619 0.43
H -5.92502 2.52824 2.56919 0.39
H -4.67990 1.65078 3.47432 0.22
H -2.88418 3.58496 4.28999 0.25
H -2.39281 4.40255 2.79753 0.42
H -0.95942 2.56373 2.91355 0.47
H -2.19847 2.11178 1.71732 0.07
H -2.21267 -0.19676 2.01449 0.21
H -2.04173 -0.82433 3.66609 0.38
H -0.70264 0.07067 2.92058 0.29
C -4.46965 1.28760 -5.95777 -0.61
O -5.55872 0.57256 -5.42175 -0.29
C -5.62075 0.69687 -4.00929 -0.10
C -6.94632 0.19216 -3.48977 -0.55
O -8.01218 1.12270 -3.62565 -0.45
C -8.59399 1.22843 -4.91259 -0.43
C -9.57896 0.12580 -5.23034 -0.58
O -8.90498 -1.04998 -5.63759 -0.24
C -9.75813 -2.16795 -5.66018 -0.77
H -3.51728 0.93483 -5.54501 0.14
H -4.46863 1.12664 -7.03424 0.23
H -4.56371 2.36175 -5.75733 0.33
H -5.49393 1.74738 -3.71817 0.37
H -4.81523 0.10602 -3.56256 0.09
H -6.84134 0.03626 -2.41451 0.35
H -7.19656 -0.76482 -3.95297 0.27
H -7.82994 1.29145 -5.69097 0.23
H -9.14886 2.16919 -4.89819 0.37
H -10.24441 0.46065 -6.03979 0.43
H -10.18893 -0.07768 -4.34058 0.34
H -10.15054 -2.38862 -4.66023 0.31
H -9.17548 -3.01899 -6.00690 0.23
H -10.60237 -2.01360 -6.34390 0.31
```

Net charge: -1
Spin multiplicity: 1
E_LUMO, eV: 2.0



ORCA calculation (wB97M-V/def2-TZVPD) on a single C14H21N3O4S molecule in a non-equilibrium geometry.

Structure (XYZ):
```
43
Properties=species:S:1:pos:R:3:mulliken_charge:R:1
C -2.47801 -0.73213 1.50934 -1.54
C -1.87200 -1.44910 0.33981 1.21
N -2.02609 -1.22352 -0.89566 -0.17
N -2.79859 -0.25433 -1.44989 -0.53
S -3.02288 1.35004 -0.97708 1.19
O -3.24060 2.03978 -2.21105 -0.71
O -4.00365 1.48407 0.05845 -0.67
C -1.41969 1.81788 -0.30654 0.18
C -0.29489 1.61485 -1.06945 -0.41
C 0.95728 1.92242 -0.54158 -0.02
C 1.09310 2.46364 0.74359 0.83
C -0.07837 2.68716 1.46854 -0.82
C -1.32215 2.36094 0.96203 -0.86
H -2.22608 2.51855 1.52907 0.56
H -0.00310 3.12006 2.45465 0.38
C 2.40766 2.81678 1.34977 -1.41
H 2.95488 1.91130 1.60930 0.24
H 2.26354 3.41071 2.24826 0.44
H 3.03299 3.36866 0.65107 0.37
N 2.09470 1.63711 -1.38721 1.17
O 1.88871 1.54958 -2.57662 -0.65
O 3.17731 1.48575 -0.86480 -0.58
H -0.36767 1.21967 -2.07136 0.51
H -2.70523 -0.26991 -2.45687 0.30
C -0.98018 -2.61021 0.70108 -0.85
H -0.53216 -2.41498 1.67662 0.43
H -1.61418 -3.49537 0.81114 0.41
C 0.10702 -2.91939 -0.32826 -1.35
H -0.37535 -3.16954 -1.27282 0.37
H 0.66675 -3.79340 0.01260 0.43
C 1.08630 -1.76687 -0.57560 2.31
C 2.09732 -2.17560 -1.64517 -1.83
H 2.68832 -3.02279 -1.30379 0.37
H 2.77661 -1.35663 -1.86919 0.38
H 1.58906 -2.45759 -2.56376 0.43
C 1.81646 -1.34376 0.69833 -1.49
H 1.14057 -0.86129 1.40141 0.23
H 2.26413 -2.20891 1.18286 0.38
H 2.61446 -0.64346 0.46066 0.46
H 0.50896 -0.91609 -0.95070 -0.80
H -1.71862 -0.13995 2.02141 0.25
H -2.85220 -1.47097 2.21708 0.50
H -3.29443 -0.08320 1.21034 0.38
```

SMILES: C/C(CCC(C)C)=N\NS(=O)(=O)c1ccc(C)c([N+](=O)[O-])c1
Spin multiplicity: 1
E_LUMO, eV: -0.8



ORCA calculation (wB97M-V/def2-TZVPD) on a molecular structure, C6H17AgClNO3 in a non-equilibrium geometry.

Structure (XYZ):
```
29
Properties=species:S:1:pos:R:3:lowdin_spin:R:1
Ag -4.53902 -0.87211 -1.40534 0.00
Cl -2.77200 -1.61258 0.11951 0.02
C 0.23409 -0.03869 -0.88190 0.12
C 1.60665 -0.58752 -0.44004 0.11
C 2.18358 -1.58878 -1.48276 0.05
O 1.27816 -2.56385 -1.78277 0.05
C 0.98795 -3.49077 -0.72687 0.00
N 2.42908 0.52303 -0.22913 0.60
H 0.29525 0.51803 -1.82064 0.00
H -0.16491 0.60755 -0.11609 0.00
H -0.44794 -0.88401 -1.00867 0.02
H 1.53934 -1.13997 0.50046 0.00
H 3.14908 -1.96831 -1.11797 0.01
H 2.41890 -1.05540 -2.41429 0.00
H 1.89803 -3.88593 -0.26902 0.00
H 0.44520 -4.31384 -1.18394 0.00
H 0.33111 -3.04519 0.02653 0.00
H 2.33121 0.97821 0.68342 0.02
H 2.62001 1.15498 -1.00610 0.01
C -1.54380 2.92845 0.88402 0.00
C -1.59186 1.78123 1.86297 0.00
O -0.23572 1.37527 2.20251 0.00
O -2.85404 3.40393 0.61067 0.00
H -1.15359 2.57277 -0.06953 0.00
H -0.89987 3.72076 1.27208 0.00
H -2.14217 0.92045 1.46803 0.00
H -2.09346 2.09248 2.78454 0.00
H -0.21378 0.41523 2.26346 0.00
H -3.09546 4.05458 1.27682 0.00
```

Net charge: +1
Spin multiplicity: 2
E_LUMO (spin up / spin down), eV: -4.1 / -7.7



ORCA calculation (wB97M-V/def2-TZVPD) on 2 unconnected molecules or ions with the total composition C10H16 in a non-equilibrium geometry.

Structure (XYZ):
```
26
Properties=species:S:1:pos:R:3:mulliken_charge:R:1
C 0.67974 -1.32749 0.30183 -0.15
C 0.41687 -2.01075 -1.02537 -1.30
C -0.54965 -0.99149 1.11082 0.64
C -0.42776 -0.84431 2.49013 -0.43
C -1.77201 -0.69315 0.52420 -0.29
C -1.48301 -0.36787 3.26352 -0.55
C -2.81777 -0.17656 1.28534 -0.62
C -2.67125 -0.00505 2.65226 -0.40
H 1.39239 -1.91315 0.88149 0.31
H 1.19411 -0.37328 0.14465 0.07
H -0.23665 -1.48741 -1.71395 0.31
H 0.47788 -1.16624 2.98698 0.32
H -1.94180 -0.79121 -0.53780 0.20
H -1.32591 -0.26309 4.32664 0.36
H -3.75561 0.07576 0.81053 0.38
H -3.49201 0.41397 3.21797 0.37
H 0.06588 -3.02765 -0.85709 0.40
H 1.34951 -2.18916 -1.57819 0.37
C 1.88753 2.24859 -3.04226 -0.91
C 1.86949 2.02957 -1.51306 -0.40
H 2.47532 3.12674 -3.30619 0.30
H 2.25214 1.37540 -3.57643 0.28
H 0.88130 2.42773 -3.41637 0.26
H 0.98052 2.49398 -1.08563 0.28
H 2.73614 2.47159 -1.02562 0.33
H 1.81462 0.96452 -1.31842 -0.14
```

SMILES: CCc1ccccc1.CC
Spin multiplicity: 1
E_LUMO, eV: 1.0



ORCA calculation (wB97M-V/def2-TZVPD) on a single C5H9NO molecule in a non-equilibrium geometry.

Structure (XYZ):
```
16
Properties=species:S:1:pos:R:3:mulliken_charge:R:1
C 1.33459 0.26517 -0.08027 -0.23
C 0.27906 0.08336 0.97578 -0.61
C -1.73541 0.05264 -0.79274 -0.83
N -1.17852 0.74509 0.35666 -0.21
O -1.14950 2.14356 0.04109 -0.43
C 1.76398 -1.15593 0.15475 -0.56
C 2.26767 -2.25414 0.06490 0.08
H -2.05584 2.44863 0.23158 0.32
H 2.11381 0.95798 0.24286 0.24
H 1.05004 0.46928 -1.11170 0.21
H 0.46882 0.74994 1.82112 0.28
H -0.11038 -0.82832 1.43324 0.39
H -1.29226 0.37355 -1.74556 0.31
H -2.82151 0.21375 -0.83505 0.31
H -1.59377 -1.02763 -0.69768 0.30
H 2.65921 -3.23693 -0.05898 0.43
```

SMILES: C#CCCN(C)O
Spin multiplicity: 1
E_LUMO, eV: 0.9



| no. | E (eV) |
| --- | --- |
| 1 | -103486.1170 |
| 2 | -11889.4828 |
| 3 | -22036.4961 |
| 4 | -109984.3953 |
| 5 | -38350.4107 |
| 6 | -30642.2973 |
| 7 | -10629.4023 |
| 8 | -8862.7594 |